ORCA calculation (ωB97M-V with the def2-TZVPD basis set) on the molecule C4H5NO.

E_tot	-285.26750	hartree
frontier orbital gap	9.63	eV
energy relative to the best compared isomer or geometry (same formula, charge and spin)	92.3	kcal/mol
net charge	0

Cartesian coordinates (Å):
C 1.77 -0.59 -0.06
C 0.74 -0.82 0.76
C -0.56 -0.14 0.74
C -0.94 0.69 -0.22
N -1.90 1.54 -0.77
O -0.54 1.22 -1.38
H 2.68 -1.17 0.02
H 1.73 0.18 -0.83
H 0.85 -1.59 1.52
H -1.27 -0.32 1.55
H -2.55 0.98 -1.33

The net atomic charges from Mulliken, expressed in e, are: -0.809, 0.099, -0.646, 0.764, -0.427, -0.325, 0.240, 0.228, 0.276, 0.314, 0.287